Entry 1:
Entry from the Open Molecules 2025 dataset: 2 unconnected molecules or ions with the total composition C5H12OSi2 (wB97M-V/def2-TZVPD).

Geometry as XYZ:
```
20
Properties=species:S:1:pos:R:3:lowdin_charge:R:1
C 0.023 -0.368 -0.625 -0.35
C 0.662 -1.139 -1.497 -0.10
C 0.183 -0.976 0.747 -0.12
C 1.185 -2.110 0.463 -0.16
C -0.788 0.844 -0.892 -0.33
O 1.315 -2.213 -0.953 -0.09
Si 3.668 1.409 -0.293 0.55
Si -2.648 0.576 -0.538 0.66
H 0.562 -0.268 1.482 0.11
H -0.777 -1.359 1.109 0.11
H 2.176 -1.880 0.874 0.11
H 0.858 -3.079 0.844 0.12
H -0.424 1.670 -0.275 0.07
H -0.652 1.136 -1.933 0.07
H 0.739 -1.055 -2.563 0.13
H 2.701 2.221 0.497 -0.27
H 3.921 0.388 0.758 -0.27
H -3.074 -0.695 -1.124 -0.07
H -3.392 1.689 -1.127 -0.09
H -2.870 0.551 0.909 -0.08
```

The net charge is 0. For the energy relative to the best compared isomer or geometry (same formula, charge and spin), the calculation gives 404.7 kJ/mol. For the energy, the calculation gives -851.79020 Eh. The calculation puts the orbital gap at 7.180 eV.

Entry 2:
Entry from the Open Molecules 2025 dataset: a single C3H4N2O2 molecule (wB97M-V/def2-TZVPD).

Geometry as XYZ:
```
11
Properties=species:S:1:pos:R:3:lowdin_charge:R:1
N -1.692 0.136 -0.042 0.19
C -0.250 0.276 0.051 -0.42
C 0.321 1.491 -0.060 -0.05
O 1.700 1.139 -0.068 -0.01
C 1.901 -0.206 -0.005 -0.56
O 2.970 -0.759 0.088 0.08
N 0.645 -0.804 -0.057 0.14
H -2.023 -0.383 -0.866 0.17
H -2.134 -0.271 0.790 0.16
H -1.991 1.121 -0.125 0.15
H 0.552 -1.741 0.296 0.15
```

The net charge is 0. For the energy relative to the best compared isomer or geometry (same formula, charge and spin), the calculation gives 416.4 kJ/mol. For the energy, the calculation gives -376.60521 Eh. The calculation puts the orbital gap at 7.594 eV.

Entry 3:
Entry from the Open Molecules 2025 dataset: a molecular structure, C49H54N5Pt (wB97M-V/def2-TZVPD).

Geometry as XYZ:
```
109
Properties=species:S:1:pos:R:3:lowdin_charge:R:1
Pt -0.504 -1.318 -0.519 1.24
C -3.119 2.136 -4.990 -0.09
C -3.575 0.689 -4.788 -0.20
C -3.269 0.180 -3.414 -0.14
C -4.095 0.120 -2.339 -0.14
C -5.549 0.470 -2.268 -0.20
C -6.454 -0.752 -2.438 -0.09
C -3.307 -0.390 -1.240 -0.23
C -3.779 -0.577 0.043 0.05
C -3.045 -1.022 1.124 -0.23
C -3.555 -1.142 2.471 -0.15
C -4.963 -0.860 2.890 -0.20
C -5.897 -2.047 2.645 -0.09
C -2.523 -1.572 3.240 -0.14
C -1.382 -1.708 2.363 -0.24
C -0.108 -2.047 2.780 0.05
C 1.013 -2.111 1.982 -0.23
N 1.034 -1.939 0.633 -0.05
C 2.333 -2.012 0.254 -0.24
C 2.804 -1.855 -1.032 0.05
C 2.053 -1.480 -2.125 -0.23
N 0.722 -1.219 -2.117 -0.05
C 0.401 -0.778 -3.364 -0.22
C -0.849 -0.361 -3.768 0.05
C -1.976 -0.288 -2.969 -0.23
N -2.030 -0.628 -1.653 -0.05
C 1.580 -0.779 -4.209 -0.13
C 2.605 -1.215 -3.439 -0.13
C 4.055 -1.325 -3.792 -0.20
C 4.848 -0.094 -3.344 -0.08
C 1.608 -0.372 -5.649 -0.20
C 1.175 -1.502 -6.586 -0.09
C 3.182 -2.236 1.407 -0.13
C 2.361 -2.307 2.481 -0.13
C 2.722 -2.423 3.928 -0.19
C 2.793 -1.057 4.616 -0.08
C 4.676 -2.216 1.370 -0.19
C 5.220 -0.787 1.251 -0.07
N -1.729 -1.376 1.091 -0.05
C -2.495 -1.769 4.723 -0.20
C -2.062 -0.498 5.458 -0.08
H -3.333 2.483 -6.003 0.07
H -2.048 2.235 -4.811 0.07
H -3.625 2.797 -4.285 0.08
H -3.101 0.046 -5.535 0.11
H -4.650 0.616 -4.969 0.10
H -5.781 1.210 -3.038 0.10
H -5.765 0.956 -1.313 0.11
H -6.263 -1.240 -3.396 0.07
H -7.510 -0.477 -2.397 0.07
H -6.261 -1.487 -1.655 0.07
H -4.816 -0.325 0.225 0.10
H -5.339 0.017 2.356 0.11
H -4.978 -0.593 3.950 0.10
H -5.925 -2.304 1.585 0.07
H -6.916 -1.828 2.971 0.07
H -5.547 -2.929 3.184 0.07
H 0.032 -2.227 3.838 0.10
H 3.868 -1.981 -1.184 0.10
H -0.954 -0.035 -4.794 0.10
H 4.159 -1.457 -4.872 0.10
H 4.478 -2.224 -3.336 0.11
H 4.436 0.809 -3.798 0.08
H 5.900 -0.173 -3.626 0.07
H 4.789 0.038 -2.263 0.06
H 2.617 -0.043 -5.910 0.10
H 0.961 0.496 -5.799 0.11
H 1.828 -2.368 -6.468 0.07
H 1.207 -1.189 -7.632 0.06
H 0.159 -1.826 -6.356 0.07
H 3.684 -2.933 4.022 0.10
H 1.993 -3.055 4.443 0.10
H 3.539 -0.422 4.138 0.07
H 3.052 -1.158 5.673 0.07
H 1.837 -0.535 4.542 0.07
H 5.038 -2.820 0.532 0.10
H 5.069 -2.685 2.275 0.10
H 4.801 -0.276 0.383 0.06
H 6.309 -0.783 1.169 0.07
H 4.939 -0.192 2.122 0.07
H -1.817 -2.589 4.977 0.10
H -3.484 -2.080 5.070 0.10
H -1.083 -0.165 5.109 0.07
H -2.009 -0.657 6.537 0.07
H -2.761 0.317 5.263 0.07
N 1.156 0.985 0.207 0.08
C 1.359 2.043 0.834 -0.44
C 2.753 2.639 0.981 -0.18
C 3.217 3.227 2.157 -0.06
C 4.550 3.600 2.296 -0.12
C 5.442 3.415 1.250 -0.13
C 4.988 2.844 0.063 -0.12
C 3.664 2.454 -0.061 -0.07
C 0.239 2.786 1.565 -0.18
C 0.160 4.171 1.680 -0.06
C -0.948 4.783 2.259 -0.12
C -1.992 4.016 2.754 -0.13
C -1.920 2.628 2.658 -0.10
C -0.822 2.028 2.068 -0.04
H 2.527 3.379 2.979 0.10
H 4.894 4.036 3.228 0.09
H 6.480 3.708 1.356 0.08
H 5.677 2.696 -0.762 0.09
H 3.293 1.958 -0.951 0.09
H 0.971 4.783 1.299 0.10
H -0.996 5.865 2.320 0.09
H -2.854 4.492 3.208 0.08
H -2.729 2.012 3.038 0.08
H -0.757 0.953 1.945 0.08
```

The net charge is -1. For the energy relative to the best compared isomer or geometry (same formula, charge and spin), the calculation gives 0.0 kJ/mol. For the energy, the calculation gives -2292.82023 Eh. The calculation puts the orbital gap at 4.365 eV.

Entry 4:
Entry from the Open Molecules 2025 dataset: a molecular structure, C18H37Br3O13S3 (wB97M-V/def2-TZVPD).

Geometry as XYZ:
```
74
Properties=species:S:1:pos:R:3:lowdin_charge:R:1
O -0.839 -1.952 2.931 0.15
C 0.302 -1.762 2.690 -0.48
O 0.742 -1.484 1.413 -0.05
C 2.172 -1.348 1.405 -0.16
C 2.518 -0.897 2.838 -0.14
C 1.500 -1.716 3.628 -0.07
H 2.404 -0.575 0.683 0.08
H 2.724 -2.261 1.172 0.12
H 2.320 0.157 3.006 0.10
H 3.536 -1.214 3.053 0.12
H 1.220 -1.325 4.602 0.12
H 1.813 -2.750 3.816 0.13
O -3.092 -3.580 -0.545 0.10
C -3.102 -2.402 -0.495 -0.57
O -3.178 -1.629 -1.607 -0.05
C -3.222 -0.256 -1.264 -0.18
C -3.486 -0.158 0.244 -0.12
C -3.056 -1.525 0.739 -0.06
H -3.880 0.292 -1.941 0.13
H -2.249 0.190 -1.518 0.02
H -4.538 0.075 0.431 0.11
H -2.932 0.666 0.693 0.07
H -3.634 -1.993 1.529 0.14
H -2.014 -1.505 1.077 0.09
O -1.148 -3.131 -0.196 -0.24
S -0.745 -2.463 -1.354 0.60
O -0.920 -1.057 -1.464 -0.30
O 0.795 -2.721 -1.585 -0.25
C 1.303 -4.045 -1.261 -0.25
C 2.114 -4.541 -2.432 -0.06
C -1.426 -3.231 -2.779 -0.06
H 0.479 -4.719 -1.011 0.12
H 1.885 -3.971 -0.342 0.11
H 1.497 -4.652 -3.321 0.08
H 2.525 -5.529 -2.215 0.08
H 2.934 -3.844 -2.598 0.08
H -1.062 -4.250 -2.832 0.08
H -1.072 -2.636 -3.620 0.09
H -2.505 -3.149 -2.690 0.07
O -4.433 6.863 4.669 -0.24
S -3.973 5.656 5.188 0.51
O -4.847 4.545 5.333 -0.27
O -2.773 5.229 4.269 -0.25
C -2.239 3.872 4.425 -0.25
C -0.742 3.927 4.310 -0.09
C -3.130 5.912 6.704 -0.12
H -2.699 3.248 3.654 0.12
H -2.585 3.455 5.374 0.11
H -0.449 4.557 3.476 0.08
H -0.367 2.911 4.192 0.04
H -0.312 4.302 5.241 0.08
H -2.435 5.087 6.814 0.06
H -3.819 6.065 7.522 0.08
H -2.538 6.814 6.544 0.08
O 0.895 1.756 -5.031 -0.25
S 1.602 0.555 -5.104 0.51
O 1.180 -0.520 -5.923 -0.26
O 3.065 0.918 -5.569 -0.25
C 3.957 -0.185 -5.879 -0.26
C 5.376 0.334 -5.833 -0.07
C 1.847 0.002 -3.461 -0.13
H 3.752 -0.588 -6.872 0.12
H 3.864 -1.005 -5.159 0.11
H 5.726 0.472 -4.812 0.08
H 5.425 1.289 -6.360 0.08
H 6.054 -0.346 -6.347 0.08
H 2.274 -0.996 -3.411 0.06
H 0.847 -0.051 -3.039 0.04
H 2.463 0.729 -2.943 0.04
C 0.453 1.489 -0.171 -1.60
Br -0.664 2.273 -1.510 0.71
Br -0.253 1.717 1.578 0.72
Br 2.262 2.166 -0.332 0.62
H 0.535 0.438 -0.417 -0.06
```

The net charge is 0. For the energy relative to the best compared isomer or geometry (same formula, charge and spin), the calculation gives 276.7 kJ/mol. For the energy, the calculation gives -10602.65102 Eh. The calculation puts the orbital gap at 9.401 eV.

Entry 5:
Entry from the Open Molecules 2025 dataset: a single C4H7NO2 molecule (wB97M-V/def2-TZVPD).

Geometry as XYZ:
```
14
Properties=species:S:1:pos:R:3:lowdin_charge:R:1
C -0.193 -0.273 1.869 0.01
C -0.589 0.478 0.622 -0.36
C 0.142 -1.188 -1.079 -0.05
O -1.526 1.248 0.582 0.09
C 0.185 0.221 -0.645 -0.50
O 1.339 -0.584 -0.585 0.00
N 0.213 1.286 -1.586 0.13
H -0.903 -1.082 2.066 0.10
H 0.811 -0.695 1.792 0.08
H -0.250 0.427 2.705 0.09
H 0.076 -1.351 -2.150 0.12
H -0.252 -1.987 -0.448 0.12
H 1.151 1.444 -1.929 0.09
H -0.181 2.130 -1.190 0.08
```

The net charge is 0. For the energy relative to the best compared isomer or geometry (same formula, charge and spin), the calculation gives 191.2 kJ/mol. Its structure (SMILES) is CC(=O)[C@]1(N)CO1. For the energy, the calculation gives -361.80805 Eh. The calculation puts the orbital gap at 10.181 eV.

Entry 6:
Entry from the Open Molecules 2025 dataset: a single C3H8NOS molecule (wB97M-V/def2-TZVPD).

Geometry as XYZ:
```
14
Properties=species:S:1:pos:R:3:mulliken_spin:R:1
O 0.447 -2.375 0.293 0.26
C 1.061 -1.272 0.020 0.68
C 0.203 0.006 0.463 0.01
C -0.102 0.769 -0.783 0.04
S 1.308 1.904 -1.130 0.01
N -1.037 -0.570 1.099 0.00
H 1.935 -0.969 -0.548 0.01
H 0.698 0.551 1.282 0.04
H -0.921 1.471 -0.592 -0.01
H -0.380 0.193 -1.666 -0.02
H 0.684 2.668 -2.012 0.00
H -0.898 -0.827 2.071 -0.01
H -1.139 -1.517 0.680 0.00
H -1.860 -0.034 0.824 -0.01
```

The net charge is 0. For the energy relative to the best compared isomer or geometry (same formula, charge and spin), the calculation gives 159.8 kJ/mol. As for the expectation value of S²: 0.75. For the energy, the calculation gives -647.15064 Eh. The calculation puts the orbital gap (alpha / beta) at 4.768 / 8.319 eV. As for the spin multiplicity: 2.

Q: What is the formula in the first record?
A: C5H12OSi2

Q: Which formula does entry 4 have?
A: C18H37Br3O13S3

Q: Among the records above, which one has the lowest net charge?
A: C49H54N5Pt

What did the second record say?
Entry from the Open Molecules 2025 dataset: a single C3H4N2O2 molecule (wB97M-V/def2-TZVPD).

Geometry as XYZ:
```
11
Properties=species:S:1:pos:R:3:lowdin_charge:R:1
N -1.692 0.136 -0.042 0.19
C -0.250 0.276 0.051 -0.42
C 0.321 1.491 -0.060 -0.05
O 1.700 1.139 -0.068 -0.01
C 1.901 -0.206 -0.005 -0.56
O 2.970 -0.759 0.088 0.08
N 0.645 -0.804 -0.057 0.14
H -2.023 -0.383 -0.866 0.17
H -2.134 -0.271 0.790 0.16
H -1.991 1.121 -0.125 0.15
H 0.552 -1.741 0.296 0.15
```

The net charge is 0. For the energy relative to the best compared isomer or geometry (same formula, charge and spin), the calculation gives 416.4 kJ/mol. For the energy, the calculation gives -376.60521 Eh. The calculation puts the orbital gap at 7.594 eV.